(1)
19
Properties=species:S:1:pos:R:3:forces:R:3 method="wB97M-V/def2-TZVPD" smiles=CCC.CC largest_force_ev_per_a=2.48 multiplicity=1 orbital_gap_ha=0.437 homo_energy_ev=-10.7300 e_above_lowest_kj_mol=99.0
C 1.005946 -1.226578 -0.012587 0.2 0.2 -0.1
C 1.577360 -0.513926 1.203039 1.3 0.9 0.8
C 0.868874 -0.904293 2.502019 -1.1 1.5 1.7
H 0.722192 -0.452828 -0.756417 0.8 -1.1 0.1
H 1.756396 -1.951494 -0.325274 -0.2 0.1 -0.7
H 0.097227 -1.789472 0.234692 0.2 0.2 0.0
H 1.710903 0.586799 0.982972 -1.0 -0.9 0.6
H 2.660283 -0.719579 1.393268 -0.7 -0.5 -0.5
H -0.118485 -1.387981 2.420193 0.5 -0.1 -0.5
H 0.611030 -0.050447 3.172893 0.2 0.0 -0.7
H 1.449274 -1.476316 3.216317 0.4 -0.6 -0.4
C -1.916299 1.245533 -2.451083 1.6 -1.0 1.1
C -1.187011 1.287686 -1.045549 -0.7 0.3 -0.7
H -2.678761 1.984820 -2.557722 -0.4 0.5 -0.2
H -1.195169 1.229537 -3.290581 -0.3 0.6 0.5
H -2.312443 0.250213 -2.487063 -0.9 -0.4 -0.2
H -0.751729 0.272524 -0.896249 -0.5 1.2 0.2
H -1.900247 1.558560 -0.207442 0.8 -0.5 -1.0
H -0.399337 2.057247 -1.095417 -0.1 -0.4 0.4


(2)
90
Properties=species:S:1:pos:R:3:forces:R:3 method="wB97M-V/def2-TZVPD" largest_force_ev_per_a=3.66 multiplicity=1 orbital_gap_ha=0.290 homo_energy_ev=-7.7211 e_above_lowest_kj_mol=189.4
C -1.264668 0.682671 0.948731 0.2 -0.3 0.5
S -0.377926 0.388226 -0.602594 1.0 -0.9 0.6
O 1.125823 0.499800 -0.317823 -2.0 -0.1 0.0
C -0.768612 -1.416626 -0.547692 0.5 -0.5 0.8
H -2.272494 0.285129 0.828961 -0.2 0.5 -0.2
H -1.194069 1.725156 1.259101 -0.3 0.0 -0.4
H -0.876444 0.101988 1.785503 0.5 -0.2 -0.2
H -0.371145 -1.829000 0.379714 0.0 0.5 0.6
H -0.229239 -2.080658 -1.223133 -0.3 0.8 -0.9
H -1.835956 -1.633046 -0.502565 0.0 0.3 -0.5
C 1.396864 -1.696272 -4.836628 0.2 -0.7 0.4
S -0.258366 -1.558476 -4.053130 0.4 1.5 -1.6
O -0.406226 -0.067828 -3.666673 -0.1 -2.3 -0.8
C -1.317811 -2.049306 -5.578850 -0.2 1.1 1.2
H 2.060662 -1.372088 -4.035148 0.1 0.2 -0.2
H 1.648679 -1.216864 -5.782602 -0.7 0.7 0.2
H 1.640471 -2.743352 -5.016555 -0.4 -0.3 0.3
H -2.329188 -1.875220 -5.211531 -0.1 -0.5 0.2
H -1.137643 -3.093436 -5.834614 0.1 0.1 0.2
H -1.291325 -1.385742 -6.443183 0.9 0.1 0.1
C -4.025664 2.990655 0.950201 -0.7 -1.3 0.7
S -2.967160 4.451046 1.184374 -2.4 0.6 -1.3
O -3.308563 5.291201 -0.043497 0.7 -0.7 1.8
C -3.984608 5.057752 2.621953 -0.1 0.8 -0.1
H -3.516635 2.151566 0.475951 0.1 0.5 -0.5
H -5.001546 3.179632 0.502935 0.5 0.8 -0.8
H -4.420831 2.543063 1.862129 0.7 0.2 0.8
H -3.465163 5.894105 3.089705 0.4 -0.3 0.2
H -4.276705 4.295118 3.343879 0.7 -0.2 0.0
H -4.927785 5.524969 2.338716 0.0 -0.2 -0.9
C 1.428864 3.461748 -3.038164 0.9 0.8 0.1
S 1.143604 4.598691 -1.603958 1.1 -0.8 0.3
O 1.540554 5.957316 -2.066549 0.0 -0.3 0.1
C 2.423860 3.983593 -0.349384 -0.2 -0.3 -0.8
H 0.775853 3.845698 -3.821917 -0.6 -0.5 0.3
H 1.416629 2.398553 -2.798259 -0.8 0.3 0.1
H 2.401496 3.640381 -3.496610 0.4 0.2 0.5
H 2.232884 4.525408 0.576930 -0.1 -0.1 -0.1
H 3.483937 4.039468 -0.596771 -0.1 0.8 -0.6
H 2.329628 2.905662 -0.217951 -0.8 -0.1 0.2
C 1.511707 -1.371646 4.701938 0.7 -0.3 -0.1
S 0.866321 -1.919782 3.066717 -0.4 -0.8 0.0
O 1.708207 -2.967775 2.383587 -0.2 0.9 0.9
C -0.497173 -2.878093 3.818784 0.2 0.5 0.3
H 1.516368 -2.167017 5.447225 -0.1 -0.2 -0.2
H 0.958108 -0.517477 5.091842 -0.3 -0.1 -0.3
H 2.541189 -1.037712 4.572492 0.0 0.0 -0.2
H -1.136412 -2.208584 4.394299 -0.1 0.2 -0.1
H -0.038114 -3.548022 4.545808 0.0 -0.3 -0.3
H -1.084868 -3.390219 3.056909 0.3 0.0 0.0
C 1.727930 -6.723557 -2.135840 -0.4 -0.2 -0.8
S 2.232579 -5.087153 -2.842757 -1.1 0.0 0.5
O 1.145386 -4.774253 -3.859755 1.0 -0.3 1.2
C 1.956626 -4.053341 -1.322245 0.5 0.0 0.0
H 2.276087 -7.209816 -1.328884 0.1 0.9 0.3
H 1.822489 -7.453295 -2.939973 0.1 0.3 -0.4
H 0.653636 -6.660558 -1.962602 0.1 0.2 0.4
H 2.276487 -3.032993 -1.533590 -0.3 0.1 -0.5
H 2.640351 -4.321345 -0.516766 0.2 -0.6 -0.2
H 0.963754 -4.058265 -0.872486 -0.2 -0.2 -0.5
N 3.069388 -0.212015 -1.913960 -1.7 -0.8 -0.5
C 4.164789 -0.653411 -1.293747 0.3 -0.6 -0.3
C 5.190269 -0.062536 -1.950017 2.7 1.2 0.7
C 4.712193 0.890939 -2.884408 -0.7 -1.1 -0.5
C 3.352960 0.651979 -2.922738 -0.2 0.6 0.3
H 2.160875 -0.473328 -1.558396 -0.1 0.6 -0.3
H 4.081045 -1.429170 -0.547026 0.3 0.3 0.1
H 6.235025 -0.148392 -1.690144 0.0 -0.2 0.0
H 5.277326 1.562442 -3.513775 0.0 -0.2 0.0
H 2.548286 0.996384 -3.555421 0.2 0.2 0.1
N 0.691531 3.857283 4.957718 -0.3 -0.7 -0.3
C 1.042864 2.576634 4.681421 1.1 -0.8 -0.2
C 0.882038 2.290990 3.325985 -0.3 1.4 1.3
C 0.354590 3.499556 2.759764 -0.4 0.5 1.7
C 0.185969 4.433374 3.834044 0.4 -0.7 -1.6
H 0.865341 4.253579 5.870319 -0.4 0.2 -0.4
H 1.561357 2.060396 5.475825 -0.1 -0.4 -0.2
H 1.085180 1.344937 2.846268 0.1 0.2 -0.1
H 0.126100 3.607149 1.709712 -0.2 0.4 0.2
H -0.272427 5.405423 3.940794 0.2 0.0 -0.5
N -5.062461 -1.489369 0.322274 0.3 -1.3 0.1
C -4.477827 -2.757853 0.161990 1.0 0.9 1.8
C -3.602761 -2.937344 1.279028 -1.6 -0.8 -3.0
C -3.696612 -1.797031 2.012872 -0.3 3.0 2.0
C -4.659707 -0.903080 1.512724 1.4 -1.6 -1.6
H -5.480305 -0.948255 -0.421174 -0.3 -0.4 0.2
H -4.653172 -3.443184 -0.654091 -0.3 0.4 -0.1
H -2.985625 -3.797016 1.494655 -0.1 0.0 -0.2
H -2.993995 -1.512231 2.782032 -0.4 -0.2 0.5
H -4.966929 0.113377 1.709770 0.2 -0.2 0.3


(3)
49
Properties=species:S:1:pos:R:3:forces:R:3 method="wB97M-V/def2-TZVPD" largest_force_ev_per_a=3.60 multiplicity=3 orbital_gap_ha="0.391 / 0.396" homo_energy_ev="-10.9399 / -11.4780"
Ni -19.383120 6.168120 -12.635110 0.5 -0.1 -1.1
As -22.872780 5.968030 -13.807710 -2.7 -0.8 -0.8
F -22.577740 4.292830 -14.356260 0.5 1.6 1.1
F -23.588180 5.354700 -12.244580 1.4 0.5 -1.9
F -23.339890 7.583010 -13.263820 1.2 -0.9 -0.6
F -22.027650 6.490790 -15.346320 -0.8 -0.1 2.0
F -24.436390 5.889600 -14.635330 1.5 0.1 0.7
F -21.246810 6.190770 -12.948810 -2.7 -0.3 -0.5
As -15.709160 5.477500 -12.232880 3.4 0.9 0.7
F -17.485350 5.857380 -12.416780 1.8 -0.1 0.3
F -15.338900 7.227900 -12.304470 -0.9 -1.6 0.2
F -13.914930 5.175780 -11.988850 -2.9 0.2 -0.4
F -16.059970 3.756750 -12.337870 -0.1 1.3 0.7
F -15.586940 5.453010 -14.012890 -0.3 0.1 1.4
F -15.937180 5.628050 -10.373550 -0.1 -0.6 -3.0
C -18.618290 7.842670 -16.465710 1.6 0.9 0.8
C -18.622500 7.591400 -14.949020 0.5 -0.2 -0.4
C -19.437330 8.563620 -14.151400 -1.7 0.3 -1.4
O -19.463680 8.177060 -12.790480 0.7 -0.1 0.6
C -20.050300 9.114580 -11.885880 -0.1 0.6 -0.4
N -19.114190 6.235150 -14.754230 -0.3 -0.5 0.3
H -19.536650 7.630510 -17.013170 -0.2 0.3 0.4
H -17.836770 7.230100 -16.915250 0.0 -0.2 0.1
H -18.239840 8.859830 -16.567080 -0.4 0.2 -0.7
H -17.653190 7.668340 -14.456450 0.6 -0.3 -0.7
H -20.450400 8.536040 -14.552670 -0.5 -0.1 0.2
H -19.124430 9.583630 -14.374500 0.5 0.1 0.7
H -19.334340 9.933590 -11.817040 -0.4 0.3 0.1
H -20.240550 8.754320 -10.874880 0.4 -0.7 -0.3
H -21.031040 9.406940 -12.261070 0.1 0.3 -0.2
H -18.503610 5.592360 -15.238070 0.9 -0.2 0.5
H -19.892700 6.169960 -15.394370 -1.2 -0.1 0.5
C -19.700420 4.461540 -8.930490 -0.4 -1.1 -0.9
C -19.275660 4.692410 -10.396050 -1.4 -1.9 1.6
C -20.006340 3.795000 -11.423600 -0.4 -0.4 1.3
O -19.494470 4.112330 -12.702180 0.2 -0.8 0.3
C -19.218130 2.980820 -13.525380 0.1 -0.1 -0.9
N -19.607690 6.076860 -10.609690 1.1 1.5 -0.9
H -19.105650 5.015670 -8.204350 0.1 0.0 -0.2
H -19.692030 3.396210 -8.700080 0.0 0.1 0.3
H -20.729560 4.820630 -8.924750 -0.2 -0.2 0.6
H -18.244480 4.362930 -10.523420 0.3 1.1 -0.1
H -21.095680 3.802340 -11.460990 -0.3 0.8 0.2
H -19.841100 2.774180 -11.079040 0.7 -0.3 -0.5
H -20.128270 2.430710 -13.764370 -0.1 0.0 0.3
H -18.457010 2.322340 -13.106790 -0.1 0.1 0.4
H -18.823360 3.313580 -14.485340 0.0 0.3 0.2
H -19.030560 6.625320 -9.988220 0.8 0.3 -0.3
H -20.510190 6.327980 -10.232170 -0.7 -0.6 -0.3